# 1
# C15H30CoF6NO6

A structure of composition C15H30CoF6NO6 in a non-equilibrium geometry (ωB97M-V with the def2-TZVPD basis set, the OMol25 dataset).

Last column: Löwdin spin population.
Element x y z (Å)
H: -2.1176 0.5864 0.0673  0.00
H: 5.2973 -3.1624 0.8163  0.00
C: 1.4673 3.0036 0.3355  0.00
H: -2.9277 -2.7643 -0.1803  0.00
H: -1.7346 0.8972 3.8650  0.00
F: 0.0861 2.5776 4.7171  0.00
H: -2.1123 0.4951 -3.3393  0.00
H: 3.9077 -3.6069 -1.8685  0.00
O: -0.1712 -2.2850 1.1261  0.06
C: -4.0293 2.6548 1.2343  0.00
C: -0.7957 -3.2306 0.2989  0.00
F: -1.7611 3.3904 4.4297  0.00
O: 0.5951 1.9073 0.0435  0.02
C: 5.2954 -3.5300 -0.2099  0.00
H: 2.1786 2.6100 1.0616  0.00
H: -1.0912 2.9960 -0.5568  0.00
F: 2.8137 1.2777 -2.9256  0.00
H: 2.5785 -1.4532 -2.5596  0.00
C: -0.4413 -3.0864 -1.2016  0.00
C: -1.0343 1.0286 -1.6005  0.00
H: -3.8789 1.9537 3.2433  0.00
H: -5.1107 2.6371 1.0991  0.00
Co: 0.2077 -0.1869 0.4861  2.77
H: 2.1790 3.1568 -0.4758  0.00
H: 0.4993 -3.4884 -1.5781  0.00
H: -2.6859 -4.2969 0.5775  0.00
H: -0.3617 -2.0823 -1.6182  0.00
H: 3.2425 -3.3967 -0.2886  0.00
H: -2.5919 -2.9318 1.5920  0.00
C: -2.3359 -3.2647 0.5861  0.00
H: -3.5735 2.3819 0.2825  0.00
H: -2.0590 2.1942 -3.0291  0.00
F: 4.5286 0.0768 -3.3698  0.00
C: -1.2472 1.3971 3.0280  0.01
F: 4.3824 1.0977 -1.4220  0.00
C: -0.3855 2.2798 -0.9778  0.00
C: -0.8265 2.8325 3.7082  0.00
H: -4.1809 0.6841 2.2322  0.00
O: -2.1961 1.5206 1.9919  0.00
H: 6.1898 -3.3268 -0.7988  0.00
C: 4.0373 -3.0426 -0.9450  0.00
H: 0.9814 3.9532 0.5596  0.00
C: -2.1465 1.2276 -2.5329  0.00
O: -0.2204 0.5582 2.4833  0.04
H: -3.1633 1.0853 -2.1669  0.00
C: 3.6660 0.3662 -2.3402  0.00
H: 5.1850 -4.6143 -0.1978  0.00
C: -3.6023 1.6077 2.2473  0.00
O: 1.8122 -0.5317 -0.9193  0.03
F: -0.3569 3.6806 2.7867  0.00
H: -2.0127 -0.5823 -1.1027  0.00
H: -1.1892 -3.5786 -1.8233  0.00
H: -0.3180 -4.0961 0.7580  0.00
H: 0.1885 2.7932 -1.7492  0.00
C: 2.9369 -0.8687 -1.7122  0.01
H: -3.6185 3.6292 1.4985  0.00
O: 3.9585 -1.6168 -0.8780  0.00
N: -1.5201 0.1594 -0.6260  0.04
H: -0.4171 0.3271 -2.1618  0.00

total charge: -1
relative energy (zero: lowest compared OMol25 entry of this formula, charge and spin): 228.23 kJ/mol
multiplicity: 4
expectation value of S²: 3.76



# 2
# C15H30FMgO15

A structure of composition C15H30FMgO15 in a non-equilibrium geometry (ωB97M-V with the def2-TZVPD basis set, the OMol25 dataset).

Last column: Mulliken charge in e.
Element x y z (Å)
H: -10.4889 -4.3351 3.0533  0.24
H: -9.6275 -3.2664 4.1049  0.29
H: -2.1730 1.7857 -1.8705  0.29
C: 7.1664 -0.9353 -0.0575  -0.62
H: 1.4167 0.5871 -7.8947  0.31
H: 4.9760 -0.7740 -5.1947  0.30
O: -8.6201 -3.7801 2.3995  -0.29
Mg: 1.8325 0.5480 -0.1198  1.65
H: 3.8357 2.2966 5.0700  0.28
H: -0.9556 -0.6439 3.9538  0.30
H: -3.9108 1.9698 -1.8991  0.25
O: 4.5086 -1.6520 -0.1355  -0.55
C: -7.8040 -2.8472 1.9572  0.78
H: 2.0551 2.1469 -7.6440  0.30
C: -1.9188 3.8881 -0.4956  0.76
H: -0.7533 5.2901 1.5005  0.27
H: -1.7083 6.7202 1.3157  0.24
C: -1.7794 5.6338 1.3692  -0.56
H: 3.4353 -4.0769 -1.5111  0.29
O: -2.8302 3.6961 -1.4714  -0.28
O: -7.9888 -1.6417 1.8075  -0.57
O: -2.2936 5.0982 0.1058  -0.29
O: 1.7988 1.7256 5.6355  -0.28
C: 4.8706 0.2642 -5.5095  -0.66
F: -0.1309 -1.4943 -0.2329  -0.63
H: 2.4173 3.4287 4.6080  0.29
H: 0.5426 -1.5921 4.0264  0.31
C: 2.8492 2.7015 5.2957  -0.65
O: 6.6562 -2.2368 -0.3097  -0.29
C: 2.5988 0.8383 -5.1870  0.76
O: -6.6455 -3.4943 1.6384  -0.28
O: 2.6608 0.6659 -3.9244  -0.60
C: 1.2617 0.9044 4.7155  0.73
O: 5.2479 -3.8397 -0.5899  -0.30
O: 0.3686 0.1062 5.3443  -0.27
C: -0.1503 -0.9821 4.6059  -0.64
H: -2.4688 5.2834 2.1373  0.26
C: 3.9555 -4.4276 -0.6197  -0.62
H: 5.2243 0.9167 -4.7113  0.28
H: -2.7764 2.7457 -3.2062  0.24
C: 1.3140 1.4551 -7.2435  -0.62
O: 1.5135 0.7822 3.4646  -0.58
C: 5.3958 -2.4344 -0.4184  0.77
H: 3.0106 3.3943 6.1216  0.27
H: 5.5831 0.3964 -6.3237  0.26
H: 3.4194 -4.3093 0.3220  0.29
H: 4.0543 -5.5119 -0.6694  0.23
C: -5.6598 -2.8300 0.9877  -0.65
O: -0.9848 3.1091 -0.2035  -0.61
H: -5.8603 -2.5708 -0.0519  0.29
H: 6.3652 -0.4167 0.4690  0.30
H: 7.4220 -0.3374 -0.9323  0.27
H: -4.8619 -3.5713 0.9455  0.24
H: -5.2892 -1.9533 1.5187  0.29
O: 1.4969 1.2271 -5.8747  -0.29
H: -0.4877 -1.5954 5.4413  0.23
H: 0.3332 1.8553 -7.5003  0.25
H: -10.3956 -2.6076 2.6504  0.31
C: -2.9757 2.4577 -2.1740  -0.58
H: 8.1656 -1.0828 0.3522  0.23
C: -9.8436 -3.4566 3.0536  -0.65
O: 3.6307 0.7783 -5.9946  -0.32

total charge: +1
relative energy (zero: lowest compared OMol25 entry of this formula, charge and spin): 855.43 kJ/mol
multiplicity: 1



# 3
# C15H30N2O2PRuS3Sb2

A structure of composition C15H30N2O2PRuS3Sb2 in a non-equilibrium geometry (ωB97M-V with the def2-TZVPD basis set, the OMol25 dataset).

Last column: Löwdin spin population.
Element x y z (Å)
S: 2.8784 -0.3028 2.1073  0.35
C: 1.1901 -3.5696 -2.7538  0.00
H: -5.2682 3.9233 -0.3231  0.00
Sb: 1.1099 2.2655 0.5778  0.09
O: 1.4381 -1.7514 -0.6565  0.08
H: -3.4289 -0.2922 -1.6173  0.00
Ru: 0.8190 -0.2373 1.0811  2.06
O: 1.5069 -4.3118 -0.2305  0.00
H: -2.8609 1.3687 -1.3718  0.00
N: 0.6179 -4.9230 -2.5922  0.00
H: 1.2848 2.4930 -2.1345  0.00
H: 1.9276 -3.5359 -3.5522  0.00
C: -4.2747 3.7942 0.0757  0.09
C: -0.3617 3.4798 1.7440  0.05
H: 2.9441 3.1447 2.3572  0.00
C: 2.2492 -1.8697 2.5346  0.02
H: 3.7652 2.8092 0.8100  0.00
H: -3.9747 -1.5776 0.8782  0.00
C: -3.9289 2.6396 0.7384  0.02
H: 4.1353 -2.2915 -0.6021  0.00
C: 2.8820 3.2492 1.2721  0.01
H: -3.2042 0.7466 2.4044  0.01
H: -0.3537 2.9517 -1.6057  0.00
N: 4.1539 -4.4033 -0.3240  0.00
C: 3.7754 -3.1975 -1.0932  0.00
C: -3.3281 4.8163 -0.0945  0.16
P: 1.8925 -3.1221 -1.0536  0.01
H: 4.6046 -5.1349 -0.8861  0.00
H: 2.8348 4.3045 1.0150  0.00
C: -1.6865 3.5236 1.1266  0.17
C: 0.7103 3.0414 -1.3907  0.03
C: -2.3348 1.2278 1.9637  0.10
H: 1.2086 -5.6623 -2.9872  0.00
H: -1.5084 1.2679 2.6742  0.01
H: -0.3189 -5.0256 -2.9960  0.00
C: -2.0522 4.6620 0.4020  -0.01
H: -3.6063 5.7262 -0.6014  0.01
H: -1.3269 5.4504 0.2735  0.00
H: -2.7346 -2.7818 0.4932  0.00
H: 3.2380 -4.7691 0.0581  0.00
S: 3.2420 -3.1893 2.5366  0.13
H: 1.0016 4.0883 -1.4124  0.00
C: -2.9443 -1.8773 1.0594  0.01
H: 0.5935 -5.0655 -1.5423  0.00
H: 4.7678 -4.1949 0.4744  0.00
H: 4.1816 -3.2134 -2.1022  0.00
H: -1.8466 0.2037 -2.2535  0.00
C: -2.5549 0.3274 -1.4357  0.01
C: -2.6471 2.4722 1.2869  0.19
S: 0.5422 -1.8496 2.7482  0.27
H: -2.7921 -2.0798 2.1200  0.00
Sb: -1.6552 -0.2897 0.4254  0.10
H: 0.1034 4.4628 1.7437  0.00
H: 0.4032 -2.8504 -2.9867  0.00
H: -0.3457 3.0715 2.7539  0.01
H: -4.6616 1.8552 0.8659  0.00

total charge: +3
relative energy (zero: lowest compared OMol25 entry of this formula, charge and spin): 0.00 kJ/mol
multiplicity: 5
expectation value of S²: 6.04



# 4
# C15H30NO3Rb

A structure of composition C15H30NO3Rb in a non-equilibrium geometry (ωB97M-V with the def2-TZVPD basis set, the OMol25 dataset).

Last column: Mulliken charge in e.
Element x y z (Å)
C: 9.7740 2.8099 -21.9970  -1.76
Rb: 15.6746 -2.5430 -24.2535  0.85
H: 8.3238 -4.4398 -24.5656  0.31
C: 21.1259 -5.6124 -22.5572  0.72
H: 9.9117 1.7464 -22.1917  0.35
H: 14.6424 1.6819 -21.5169  0.30
C: 10.9941 5.0541 -21.7609  -1.43
N: 12.3377 3.0594 -22.3169  0.23
H: 20.5737 -5.1530 -20.5043  0.31
C: 12.9779 2.9335 -20.9597  1.96
H: 9.3419 -3.5663 -21.1594  0.29
C: 12.8514 4.3222 -20.3243  -1.45
C: 11.4554 4.9735 -20.2609  -0.64
H: 22.8118 -5.5901 -23.8724  0.28
O: 20.2375 -4.9188 -23.0439  -0.58
O: 12.5545 1.9323 -23.2166  -0.86
H: 9.2009 -2.9899 -25.1118  0.28
C: 10.9839 3.6959 -22.4810  1.70
H: 10.0438 5.5686 -21.9029  0.40
C: 9.3057 -3.9759 -24.6590  -0.95
C: 21.1670 -5.8706 -21.0709  -0.98
C: 10.6833 4.0686 -23.9707  -1.85
H: 10.7791 4.4588 -19.5784  0.31
C: 9.8068 -3.7960 -23.2209  0.80
H: 13.5734 4.9921 -20.7914  0.46
H: 11.4422 2.2799 -19.6758  0.31
C: 8.8127 -3.5155 -22.1109  -1.04
O: 11.0064 -3.9267 -22.9236  -0.60
H: 10.1304 -4.5320 -25.1047  0.28
H: 10.5682 3.1469 -24.5410  0.38
H: 8.8544 3.1039 -22.5031  0.44
C: 12.3893 1.8653 -20.0211  -1.73
H: 8.3733 -2.5186 -22.1456  0.30
H: 7.9988 -4.2386 -22.1656  0.32
H: 22.2194 -5.8686 -20.7870  0.34
H: 20.6523 -6.8138 -20.8874  0.27
H: 9.7274 4.5819 -24.0752  0.42
H: 14.9598 2.6704 -20.1186  0.41
C: 22.0849 -6.3001 -23.4778  -0.95
H: 12.1280 0.9786 -20.5987  0.34
H: 22.6949 -7.0200 -22.9322  0.31
H: 13.0285 1.6073 -19.1767  0.41
H: 11.4900 6.0344 -20.0132  0.38
C: 14.4591 2.6665 -21.0868  -1.91
H: 14.9653 3.4820 -21.6033  0.46
H: 11.7397 5.6891 -22.2395  0.40
H: 9.5648 2.8904 -20.9303  0.32
H: 13.2403 4.3369 -19.3062  0.37
H: 11.4476 4.7186 -24.3967  0.44
H: 21.4805 -6.7638 -24.2574  0.29

total charge: 0
relative energy (zero: lowest compared OMol25 entry of this formula, charge and spin): 381.65 kJ/mol
multiplicity: 1